{"formula": "C4H3NO3", "method": "ωB97M-V with the def2-TZVPD basis set", "elements": ["O", "C", "N", "C", "O", "C", "C", "O", "H", "H", "H"], "coordinates": [[-0.721, 2.069, -1.994], [-0.437, 1.242, -1.215], [-1.048, 0.975, -0.028], [-0.691, -0.045, 0.661], [-1.550, -0.280, 1.721], [0.469, -0.839, 0.355], [1.253, -0.402, -0.623], [0.906, 0.606, -1.437], [-1.175, -0.905, 2.341], [0.745, -1.671, 1.054], [2.250, -0.750, -0.836]], "largest_force_ev_per_a": 2.84, "homo_ev": -10.08, "de_lowest_kj_mol": 95.8, "multiplicity": 1, "charge": 0, "homo_lumo_gap_ev": 10.17}

---

{"formula": "C27H64ClN4O8S", "method": "ωB97M-V with the def2-TZVPD basis set", "elements": ["C", "C", "C", "S", "Cl", "H", "H", "H", "H", "C", "O", "C", "C", "N", "C", "C", "O", "C", "H", "H", "H", "H", "H", "H", "H", "H", "H", "H", "H", "H", "H", "H", "H", "C", "O", "C", "C", "N", "C", "C", "O", "C", "H", "H", "H", "H", "H", "H", "H", "H", "H", "H", "H", "H", "H", "H", "H", "C", "O", "C", "C", "N", "C", "C", "O", "C", "H", "H", "H", "H", "H", "H", "H", "H", "H", "H", "H", "H", "H", "H", "H", "C", "O", "C", "C", "N", "C", "C", "O", "C", "H", "H", "H", "H", "H", "H", "H", "H", "H", "H", "H", "H", "H", "H", "H"], "coordinates": [[0.883, -1.730, 5.574], [-0.136, -1.070, 5.399], [-1.431, -0.362, 4.842], [-2.744, -1.654, 4.651], [-3.387, -2.344, 6.484], [1.839, -2.316, 5.443], [-1.739, 0.447, 5.586], [-1.234, 0.147, 3.838], [-2.053, -2.746, 4.105], [-0.625, -4.357, 2.251], [-1.437, -5.214, 3.037], [-2.575, -5.724, 2.334], [-2.432, -7.224, 2.092], [-1.384, -7.505, 1.111], [-1.017, -8.921, 1.028], [-0.397, -9.567, 2.274], [0.892, -9.064, 2.606], [0.885, -7.885, 3.392], [0.122, -3.903, 2.907], [-0.095, -4.919, 1.477], [-1.219, -3.559, 1.794], [-2.756, -5.188, 1.396], [-3.444, -5.560, 2.979], [-3.383, -7.621, 1.724], [-2.211, -7.695, 3.056], [-0.555, -6.976, 1.355], [-0.292, -9.004, 0.214], [-1.897, -9.498, 0.724], [-0.248, -10.626, 2.045], [-1.064, -9.540, 3.143], [0.024, -7.835, 4.064], [0.918, -7.002, 2.748], [1.794, -7.877, 3.996], [1.961, 1.893, -1.259], [1.053, 2.359, -0.274], [-0.029, 3.118, -0.814], [-1.342, 2.354, -0.671], [-1.380, 1.193, -1.559], [-2.487, 0.277, -1.282], [-2.497, -0.424, 0.083], [-1.435, -1.357, 0.264], [-0.215, -0.790, 0.718], [2.822, 1.461, -0.746], [1.506, 1.109, -1.873], [2.310, 2.711, -1.895], [0.149, 3.411, -1.853], [-0.097, 4.036, -0.222], [-2.175, 3.020, -0.916], [-1.437, 2.055, 0.380], [-0.512, 0.678, -1.466], [-2.449, -0.497, -2.054], [-3.433, 0.811, -1.420], [-3.418, -1.013, 0.134], [-2.546, 0.282, 0.921], [-0.370, 0.082, 1.361], [0.417, -0.528, -0.132], [0.318, -1.551, 1.293], [7.742, 3.545, 3.723], [7.431, 3.386, 2.349], [6.643, 2.231, 2.074], [5.237, 2.629, 1.634], [4.473, 3.194, 2.747], [3.221, 3.834, 2.336], [3.321, 5.065, 1.426], [3.910, 6.199, 2.048], [5.329, 6.228, 2.009], [8.463, 4.359, 3.813], [6.851, 3.818, 4.298], [8.189, 2.637, 4.136], [6.612, 1.539, 2.924], [7.130, 1.708, 1.245], [4.715, 1.745, 1.253], [5.339, 3.350, 0.816], [5.043, 3.886, 3.220], [2.715, 4.141, 3.257], [2.578, 3.086, 1.860], [2.297, 5.365, 1.179], [3.807, 4.846, 0.469], [5.733, 5.752, 1.113], [5.741, 5.762, 2.907], [5.645, 7.273, 2.016], [-0.950, 2.223, -4.455], [-1.259, 2.066, -5.828], [-2.042, 0.906, -6.103], [-3.450, 1.297, -6.539], [-4.214, 1.857, -5.424], [-5.470, 2.492, -5.828], [-5.381, 3.725, -6.737], [-4.794, 4.861, -6.114], [-3.377, 4.897, -6.159], [-0.231, 3.041, -4.362], [-1.842, 2.491, -3.881], [-0.500, 1.317, -4.043], [-2.069, 0.214, -5.253], [-1.553, 0.386, -6.933], [-3.969, 0.411, -6.920], [-3.354, 2.019, -7.358], [-3.646, 2.551, -4.952], [-5.975, 2.795, -4.905], [-6.111, 1.741, -6.302], [-6.407, 4.020, -6.979], [-4.898, 3.511, -7.696], [-2.974, 4.425, -7.058], [-2.958, 4.431, -5.264], [-3.066, 5.944, -6.151]], "largest_force_ev_per_a": 3.54, "homo_ev": -9.96, "de_lowest_kj_mol": 108.3, "multiplicity": 1, "charge": 1, "homo_lumo_gap_ev": 3.96}

---

{"formula": "C17H17Cl2F5FeN3S2", "method": "ωB97M-V with the def2-TZVPD basis set", "elements": ["Fe", "N", "C", "C", "C", "C", "C", "C", "S", "N", "C", "C", "C", "C", "C", "C", "N", "H", "H", "H", "H", "H", "H", "H", "H", "H", "F", "C", "F", "C", "F", "F", "F", "Cl", "C", "Cl", "H", "H", "C", "S", "C", "H", "H", "H", "H", "H", "H"], "coordinates": [[0.778, 0.748, -0.810], [-2.678, 2.941, -0.579], [-3.635, 2.253, 0.222], [-4.990, 2.401, -0.008], [-5.888, 1.682, 0.770], [-5.430, 0.795, 1.732], [-4.067, 0.624, 1.935], [-3.174, 1.383, 1.196], [-1.437, 1.317, 1.489], [-0.880, 1.526, -0.124], [-1.497, 2.362, -0.894], [-0.821, 2.687, -2.179], [-1.325, 3.544, -3.136], [-0.579, 3.778, -4.285], [0.636, 3.140, -4.439], [1.069, 2.287, -3.436], [0.364, 2.068, -2.329], [-3.062, 3.597, -1.238], [-5.345, 3.071, -0.782], [-6.950, 1.809, 0.610], [-6.133, 0.226, 2.325], [-3.699, -0.092, 2.661], [-2.283, 4.029, -3.017], [-0.952, 4.447, -5.048], [1.245, 3.289, -5.318], [2.012, 1.763, -3.516], [2.279, -0.945, 0.967], [1.149, -0.865, 0.199], [1.492, -1.465, -1.052], [0.128, -1.820, 0.816], [0.526, -3.090, 0.785], [-0.096, -1.488, 2.091], [-1.025, -1.725, 0.132], [3.703, 0.755, -1.466], [3.710, 1.515, 0.124], [2.102, 2.246, 0.428], [4.442, 2.313, 0.153], [3.868, 0.754, 0.877], [-1.910, -3.233, 4.446], [-2.952, -2.819, 3.037], [-4.389, -3.827, 3.443], [-2.386, -2.943, 5.382], [-0.977, -2.684, 4.337], [-1.691, -4.300, 4.460], [-4.121, -4.882, 3.477], [-5.128, -3.680, 2.657], [-4.821, -3.528, 4.397]], "largest_force_ev_per_a": 0.18, "homo_ev": [-10.31, -10.31], "de_lowest_kj_mol": 60.3, "multiplicity": 1, "charge": 1, "homo_lumo_gap_ev": [6.37, 6.37]}

---

{"formula": "C14H21N3O", "method": "ωB97M-V with the def2-TZVPD basis set", "elements": ["C", "C", "C", "C", "C", "N", "O", "C", "C", "C", "C", "C", "C", "C", "C", "N", "C", "N", "H", "H", "H", "H", "H", "H", "H", "H", "H", "H", "H", "H", "H", "H", "H", "H", "H", "H", "H", "H", "H"], "coordinates": [[-3.850, 4.100, -2.508], [-4.094, 3.143, -1.256], [-2.973, 2.211, -1.111], [-1.541, 2.862, -1.035], [-0.596, 1.684, -0.749], [-0.316, 0.743, -1.692], [0.627, -0.083, -1.071], [0.680, 0.340, 0.172], [1.630, -0.205, 1.148], [2.099, 0.578, 2.246], [3.010, 0.004, 3.407], [3.826, -1.190, 2.694], [4.627, -1.181, 1.383], [3.688, -1.532, 0.274], [2.243, -1.488, 0.870], [2.694, -2.070, 2.204], [1.775, -2.566, 3.255], [0.108, 1.490, 0.418], [-3.551, 3.545, -3.367], [-4.768, 4.709, -2.760], [-3.101, 4.769, -2.105], [-4.984, 2.585, -1.534], [-4.284, 3.569, -0.250], [-3.009, 1.594, -2.076], [-3.069, 1.491, -0.255], [-1.335, 3.243, -2.113], [-1.423, 3.661, -0.298], [1.635, 1.517, 2.443], [2.271, -0.256, 4.225], [3.808, 0.731, 3.773], [4.473, -1.670, 3.442], [5.108, -0.238, 1.063], [5.389, -1.926, 1.264], [3.621, -0.818, -0.598], [3.856, -2.546, 0.004], [1.568, -2.160, 0.446], [1.634, -3.611, 3.110], [2.310, -2.459, 4.258], [0.850, -1.934, 3.317]], "largest_force_ev_per_a": 4.97, "homo_ev": -7.97, "de_lowest_kj_mol": 546.1, "multiplicity": 1, "charge": 0, "homo_lumo_gap_ev": 8.21}